(1)
ORCA calculation (ωB97M-V with the def2-TZVPD basis set) on a structure of composition C18H49MgO19S4 in a non-equilibrium geometry.

Calculated values
- Kohn-Sham gap (alpha / beta) (eV) = 4.6 / 7.9
- multiplicity = 2
- M (g/mol) = 722.14
- F_max (hartree/bohr) = 0.082

```
91
Properties=species:S:1:pos:R:3:forces:R:3:mulliken_charge:R:1
S -0.712 5.353 -1.848 0.0 0.4 -1.0 1.086
S 1.797 -2.141 -5.552 0.0 -0.6 0.1 1.120
S 3.402 -4.699 0.316 -1.3 -2.4 1.1 0.982
S -4.730 3.667 1.345 -1.5 0.9 1.7 1.185
Mg -2.264 -3.319 -1.413 0.6 1.6 -0.1 0.412
O -3.741 3.543 2.409 -1.0 0.1 -1.1 -0.614
O 4.189 -3.768 1.416 -0.4 -0.1 -1.6 -0.302
O -5.586 2.264 1.259 -0.2 0.6 -0.9 -0.366
O -0.655 -4.341 -0.781 -0.1 -0.5 0.0 -0.407
O 4.058 -4.713 -0.947 0.4 0.8 0.6 -0.566
O 0.477 -2.700 -5.171 2.9 1.0 -0.7 -0.584
O 2.236 2.078 3.428 0.1 1.1 1.0 -0.366
O 2.368 -0.086 3.301 0.8 -1.5 0.4 -0.145
O -1.643 4.982 -2.942 1.3 0.7 3.1 -0.622
O -0.656 6.676 -1.200 -0.7 -2.4 -1.3 -0.608
O -1.564 -1.655 -0.529 -0.7 -1.9 -0.1 -0.794
O -0.802 4.226 -0.628 -1.3 0.7 -4.0 -0.095
O -1.803 1.214 -2.688 0.0 0.0 -0.5 -0.626
O 2.279 -1.079 -4.372 -0.6 -0.9 -1.9 -0.338
O -3.405 -3.910 0.081 -0.6 -0.3 0.5 -0.202
O 1.937 -4.493 0.301 2.5 0.1 0.8 -0.570
O 2.976 -2.994 -5.842 -2.9 2.0 0.8 -0.594
O -5.694 4.787 1.352 1.7 -2.8 0.3 -0.653
O 3.491 1.209 1.808 -0.4 -0.8 2.2 -0.584
C 4.230 -2.992 3.786 0.5 0.3 -0.6 -1.320
C 1.468 -1.004 -6.970 0.2 -0.7 -0.7 -0.941
C 0.933 5.049 -2.515 -0.3 -0.4 0.3 -0.635
C -4.007 3.680 -0.210 0.4 0.1 -0.8 -0.555
C 1.299 1.580 4.372 -2.0 3.0 -0.3 -0.248
C 0.993 3.001 0.492 -0.4 1.6 -0.1 0.606
C 2.839 1.054 2.827 0.1 1.3 -3.7 0.720
C 1.333 -0.006 -4.071 0.5 -0.1 1.4 -0.241
C 3.440 -3.512 2.587 -1.9 -0.3 2.2 0.367
C 3.791 -6.355 1.156 -0.7 1.2 -1.6 -1.004
C -1.400 -1.055 0.703 1.8 1.6 -2.4 0.439
C -4.973 0.986 1.540 1.6 -0.1 3.2 0.291
C -1.567 0.437 0.347 -0.2 1.0 0.9 -1.819
C -5.992 -0.041 2.014 -1.7 0.6 -1.3 -1.396
C 1.884 0.563 -2.736 -0.2 -0.5 0.6 -0.995
C 1.570 0.182 4.425 -0.2 -2.7 1.9 -0.437
C 0.059 -1.243 1.212 -1.4 -0.6 0.5 -0.861
C 0.201 4.329 0.345 -0.2 -0.1 1.8 -0.958
H 1.040 3.980 -2.697 0.0 -0.1 0.5 0.030
H -1.618 1.007 -1.772 0.0 -0.3 0.1 0.047
H -0.473 -5.279 -0.732 0.0 -0.4 -0.2 0.244
H 1.322 2.086 5.338 0.6 0.1 -0.1 0.320
H 2.532 -2.949 2.374 0.4 0.6 -0.3 0.016
H -6.512 -0.396 1.124 -0.2 -0.2 -0.1 0.357
H 1.994 3.263 0.836 0.1 -0.4 -0.1 0.529
H 1.602 5.444 -1.750 0.3 -0.2 -0.5 0.329
H 0.520 2.347 1.225 0.0 0.0 -0.2 -0.304
H 0.328 -0.429 -4.036 0.0 0.0 0.6 0.540
H -4.240 -4.377 0.048 -0.4 -0.2 -0.4 0.220
H -4.221 0.527 0.899 -0.6 0.7 -1.2 0.068
H 3.280 -6.382 2.118 0.4 -0.1 -0.1 0.328
H 2.941 0.826 -2.737 -0.1 0.7 -0.9 0.473
H -2.101 -1.287 1.504 -0.4 -0.5 0.2 0.232
H -1.707 2.165 -2.743 -0.1 0.4 -0.1 0.302
H 2.022 0.013 5.403 0.9 -0.8 -0.3 0.370
H 0.254 -2.305 1.360 0.1 -0.2 -0.1 0.183
H -3.552 4.664 -0.325 0.0 -0.1 -0.1 0.320
H 3.018 -4.412 3.033 0.0 -0.8 -0.7 0.236
H -1.574 1.117 1.199 -0.3 0.1 0.5 0.606
H -6.776 0.470 2.572 0.1 0.0 0.3 0.372
H 3.412 -7.112 0.469 -0.4 0.1 0.1 0.375
H 2.334 -0.687 -7.552 0.7 0.4 1.1 0.367
H 1.290 0.759 -4.846 0.5 0.0 -0.1 0.259
H 0.804 -0.178 -6.717 0.2 -0.2 0.2 0.288
H 0.997 2.544 -0.498 0.3 -0.2 0.2 -0.682
H 0.075 -0.824 2.219 0.6 0.4 0.0 -0.015
H -4.362 1.248 2.404 0.3 -0.3 0.3 0.274
H 1.077 5.472 -3.509 -0.3 0.6 0.4 0.408
H -0.458 4.544 1.186 0.8 -0.1 0.8 0.345
H -4.851 3.554 -0.888 0.3 0.0 -0.2 0.419
H 4.291 -1.904 3.801 0.6 -0.1 -0.2 0.197
H -0.774 0.879 -0.256 0.6 -0.7 -0.1 0.392
H 3.806 -3.276 4.749 -0.6 -0.2 -0.3 0.379
H -3.257 2.897 -0.321 -0.1 0.0 0.0 -0.025
H 0.798 -0.844 0.518 -0.1 0.2 0.2 0.100
H 0.053 -3.933 -0.282 0.5 0.5 0.1 0.419
H 0.666 -0.427 4.438 0.1 -0.1 -0.5 0.337
H 0.276 1.740 4.031 0.0 0.4 -0.6 0.146
H -5.727 -0.950 2.554 0.9 0.4 0.1 0.336
H 0.761 5.247 0.165 0.5 -0.3 0.2 0.687
H 1.271 1.337 -2.274 0.0 0.3 -0.6 -0.093
H 5.183 -3.523 3.785 0.4 0.5 -0.1 0.405
H -3.199 -3.852 1.014 0.4 0.3 0.6 0.241
H 4.873 -6.481 1.104 -0.1 0.4 0.6 0.361
H -2.472 0.627 -0.230 -0.3 -0.4 0.3 0.934
H 1.970 -0.142 -1.910 -0.7 -0.9 -0.3 0.174
H 1.028 -1.560 -7.799 -0.7 -0.6 0.6 0.388
```
Positions in Å, forces in eV/Å.



(2)
ORCA calculation (ωB97M-V with the def2-TZVPD basis set) on a cluster of 5 separate species, C18H50FN5O5PS4 in total in a non-equilibrium geometry.

Calculated values
- Kohn-Sham gap (eV) = 6.9
- M (g/mol) = 594.87
- total charge = +1
- F_max (hartree/bohr) = 0.052

```
84
Properties=species:S:1:pos:R:3:forces:R:3:mulliken_charge:R:1
S 4.827 8.055 -0.696 0.0 0.0 -0.1 0.457
S 3.406 -9.491 1.861 0.1 -0.1 0.0 0.521
S -0.519 -6.415 1.993 0.2 0.0 -0.1 0.413
S 0.236 7.247 -4.310 0.0 0.0 0.1 0.455
P -1.221 -0.077 2.226 0.5 -1.5 1.7 0.010
F -3.328 2.562 1.703 -0.4 -0.8 0.4 -0.220
O 3.191 -8.015 1.740 0.3 -0.2 0.1 -0.678
O 0.331 -0.807 2.105 -1.7 1.5 -0.7 -0.493
O -1.640 -5.575 1.462 0.1 0.3 -0.1 -0.589
O -0.440 5.912 -4.308 0.0 0.2 0.2 -0.600
O 4.080 7.493 -1.859 0.0 0.0 0.3 -0.558
N -2.285 -3.907 -2.638 0.5 -0.3 0.7 -0.613
N -4.077 0.695 -0.027 1.5 -2.2 -0.4 0.049
N -3.222 -1.492 -0.037 1.2 0.1 0.0 0.130
N -1.730 0.245 0.615 -0.2 -0.1 0.0 1.104
N -1.215 3.910 -1.428 -0.5 -0.2 -0.3 -0.568
C 0.867 7.533 -2.646 -0.1 -0.1 0.1 -0.970
C -1.007 -2.478 -0.947 0.3 -0.7 0.0 -0.096
C -1.053 8.506 -4.235 -0.1 0.0 0.0 -0.919
C 5.309 6.671 0.355 0.0 -0.1 0.0 -0.917
C 0.666 -6.647 0.658 0.0 0.0 0.0 -0.458
C 3.610 8.738 0.448 -0.1 0.0 0.0 -0.921
C -2.968 -0.231 0.185 -1.4 0.9 0.1 -1.300
C -2.167 2.790 -1.618 0.1 -0.2 -0.5 -0.414
C -2.195 -2.557 0.085 0.8 -1.1 0.3 -0.780
C -0.835 0.886 -0.345 1.1 1.4 -1.3 -0.953
C -4.950 0.800 1.166 -0.4 1.6 0.4 -0.508
C -0.861 1.529 3.171 0.2 -0.4 -0.4 -0.903
C -4.203 1.639 2.284 -1.0 -0.4 0.3 -0.342
C 4.943 -9.735 2.771 0.1 0.1 0.0 -0.981
C 4.035 -10.074 0.275 0.0 0.1 -0.1 -0.932
C -0.984 -3.691 -1.980 0.5 1.1 0.7 -0.550
C -1.454 1.373 -1.705 0.2 1.0 0.0 -0.712
C 0.536 -5.341 2.984 0.0 0.1 0.0 -0.799
H 0.203 -7.267 -0.110 -0.1 0.0 0.1 0.347
H 5.743 -9.156 2.309 -0.1 0.0 0.0 0.309
H -4.959 2.222 2.862 0.5 -0.5 -0.5 0.380
H 4.108 9.048 1.366 0.0 0.0 0.0 0.387
H -4.564 0.287 -0.831 -0.4 0.5 0.4 0.442
H -2.810 -4.578 -2.077 -0.1 0.3 -0.4 0.330
H -2.809 -3.032 -2.707 0.2 -0.4 -0.1 0.255
H 2.846 7.989 0.667 0.0 0.0 -0.1 0.285
H -4.157 -1.781 -0.323 0.2 0.3 0.3 0.470
H -1.796 -2.530 1.134 -0.5 0.0 -1.0 0.074
H 0.036 0.213 -0.596 -1.0 0.3 0.4 0.379
H -1.611 8.483 -5.170 0.1 -0.1 0.0 0.329
H -1.673 1.603 3.940 0.6 0.1 -0.9 0.339
H -5.342 -0.179 1.545 0.5 0.7 -0.1 0.322
H 1.670 6.823 -2.453 0.0 0.1 -0.1 0.288
H -2.656 2.957 -2.618 0.2 -0.3 1.1 0.338
H -1.249 4.501 -2.262 0.6 -0.2 0.4 0.275
H -0.809 2.433 2.520 0.0 -0.6 0.7 0.279
H 4.793 -9.397 3.795 -0.1 0.0 -0.1 0.328
H -2.707 -3.546 -0.019 0.3 1.0 0.2 0.542
H -1.015 -1.526 -1.533 0.0 -0.6 0.6 0.176
H 5.197 -10.796 2.773 -0.1 0.0 0.0 0.380
H -0.020 -5.035 3.870 -0.1 -0.1 -0.1 0.336
H 4.894 -9.473 -0.027 0.0 0.0 0.1 0.310
H 4.320 -11.122 0.362 0.0 0.0 0.1 0.368
H -0.594 9.487 -4.110 0.0 0.0 0.0 0.352
H 1.556 -7.151 1.049 -0.2 0.1 0.0 0.132
H -0.627 -4.585 -1.403 -0.7 0.6 -0.7 0.104
H 0.815 -4.459 2.405 0.0 0.0 0.0 0.163
H 1.260 8.548 -2.577 0.1 -0.1 -0.1 0.372
H 0.867 -0.246 1.521 0.3 -0.3 0.3 0.327
H -0.058 -2.563 -0.347 -0.8 0.5 -0.6 0.207
H -5.837 1.418 0.860 0.8 -0.7 0.1 0.387
H -0.266 3.599 -1.239 -0.2 0.2 -0.3 0.218
H -0.178 -3.438 -2.723 -0.8 -0.3 0.5 0.353
H 3.145 9.604 -0.022 0.1 0.0 0.0 0.306
H -2.116 0.630 -2.220 0.5 0.3 0.6 0.312
H 1.429 -5.891 3.286 0.0 -0.1 -0.1 0.366
H 0.087 1.338 3.743 -0.7 0.3 -0.7 0.396
H -1.728 8.297 -3.403 0.1 -0.1 0.0 0.288
H -2.930 2.845 -0.806 0.5 -0.4 -0.7 0.060
H 5.750 7.051 1.277 0.0 0.0 0.0 0.367
H 0.068 7.387 -1.916 -0.1 0.0 -0.1 0.400
H -3.697 0.961 3.016 0.1 0.7 -0.8 0.207
H -0.583 1.537 -2.403 -0.8 -0.3 0.7 0.510
H 6.046 6.074 -0.180 0.0 0.1 -0.1 0.315
H -0.366 1.793 0.138 -0.6 -0.8 -0.3 0.484
H 0.937 -5.680 0.230 -0.1 0.0 0.1 0.148
H 3.243 -9.974 -0.466 0.0 0.0 0.1 0.305
H 4.436 6.056 0.580 0.0 0.1 -0.1 0.287
```
Positions in Å, forces in eV/Å.



(3)
ORCA calculation (ωB97M-V with the def2-TZVPD basis set) on a cluster of 7 separate species, C18H50O7 in total in a non-equilibrium geometry.

Calculated values
- SMILES = CC(C)O.CC(C)O.CC(C)O.CC(C)O.CCO.CCO.CCO
- Kohn-Sham gap (eV) = 10.1
- M (g/mol) = 378.59
- F_max (hartree/bohr) = 0.062

```
75
Properties=species:S:1:pos:R:3:forces:R:3:mulliken_charge:R:1
O -3.145 -0.473 1.811 -0.3 0.9 -1.7 -0.537
O 3.221 6.738 -0.972 -1.0 3.0 -0.1 -0.555
O 2.855 -4.991 -2.484 0.3 0.4 0.2 -0.597
O -2.760 1.169 -0.440 -0.1 -0.5 -0.1 -0.522
O 0.205 2.373 2.874 -0.4 0.2 1.0 -0.552
O -1.998 -3.984 -2.466 0.9 0.3 0.0 -0.576
O 0.024 1.400 0.271 0.1 1.4 0.5 -0.471
C -3.400 1.953 -2.549 -0.4 -0.4 0.3 -1.244
C -2.385 -1.516 2.340 0.4 -0.1 2.1 0.259
C 4.817 5.238 -0.363 -0.6 -1.1 -0.6 -1.267
C -1.092 2.884 3.220 0.5 0.2 -0.4 0.187
C -2.212 -5.513 -0.606 1.2 0.6 0.1 -1.583
C 2.546 -3.901 -1.582 0.5 -1.4 0.4 0.478
C 1.665 -4.474 -0.461 0.0 0.1 -0.7 -0.668
C 1.006 0.742 -0.466 0.6 -1.1 -0.1 1.128
C -0.944 4.270 3.826 -0.7 -0.3 -0.1 -1.320
C 3.312 5.419 -0.704 1.9 -2.4 -0.3 0.433
C -3.676 0.841 -1.476 0.2 1.5 -1.3 -0.010
C -3.338 -3.254 -0.629 0.2 -0.2 0.0 -0.970
C 2.419 1.094 -0.007 -0.3 -0.2 0.5 -1.356
C -2.075 -4.045 -1.040 -2.2 -0.2 -0.1 1.372
C 3.879 -3.382 -1.012 -0.5 0.5 -0.4 -1.263
C -1.514 -0.951 3.469 0.2 -0.2 0.5 -1.236
C 0.677 -0.732 -0.280 0.1 -0.8 -0.5 -1.063
C 2.908 4.632 -1.986 0.1 0.2 0.8 -0.962
H -0.454 4.196 4.797 0.6 0.2 -0.3 0.301
H -1.228 -3.506 -0.614 0.4 -0.6 -0.2 -0.392
H -3.136 -2.213 2.712 0.4 -0.6 0.3 0.346
H 2.193 -5.277 0.054 0.1 0.3 0.3 0.376
H 3.125 0.411 -0.478 0.0 0.0 -0.1 0.389
H -1.360 -6.044 -1.029 0.2 -0.2 0.3 0.451
H 4.557 -2.993 -1.772 -0.2 -0.1 -0.2 0.347
H 1.265 -1.404 -0.906 0.2 0.1 0.0 -0.121
H 0.737 -1.091 0.747 0.3 0.3 0.2 0.242
H 2.750 2.118 -0.179 -0.3 0.0 -0.2 0.057
H 4.434 -4.135 -0.453 -0.3 -0.2 0.0 0.362
H 0.911 0.962 -1.530 -0.1 0.2 -0.2 0.201
H 5.173 5.864 0.456 -0.3 0.2 -0.2 0.333
H 2.746 5.114 0.175 -0.4 -0.1 0.0 0.220
H 5.024 4.200 -0.105 0.0 -0.1 0.1 0.329
H 2.285 6.947 -0.978 -0.1 0.5 -0.2 0.332
H -1.920 4.689 4.075 -0.3 0.0 -0.2 0.372
H -0.360 -0.888 -0.579 -0.2 0.0 -0.1 0.275
H -0.822 1.167 -0.119 -0.7 0.2 -0.1 0.173
H -0.710 -0.291 3.143 -0.1 0.0 -0.5 0.191
H 2.475 0.946 1.071 0.1 -0.1 0.1 0.447
H -1.614 2.250 3.937 0.1 -0.4 0.1 0.174
H -3.562 -0.171 -1.864 0.6 -0.1 -0.2 0.179
H -1.692 2.919 2.311 -0.2 0.1 0.0 0.136
H -3.733 -0.131 2.488 0.1 0.0 0.1 0.233
H -3.811 -3.624 0.281 0.1 -0.1 0.1 0.333
H -1.727 -2.041 1.648 -0.4 0.4 -0.6 -0.082
H -2.553 -4.684 -2.817 -0.1 0.0 0.0 0.376
H 1.964 -3.175 -2.151 0.3 0.5 0.1 0.284
H 2.042 -5.265 -2.915 -0.1 0.0 0.0 0.326
H -2.962 0.578 0.289 0.1 -0.3 0.7 0.211
H -3.482 2.944 -2.104 0.1 -0.1 0.4 0.298
H -0.494 4.919 3.075 0.4 0.1 0.5 0.310
H 1.308 -3.681 0.197 0.1 -0.2 0.3 0.189
H -2.195 -5.540 0.484 0.0 -0.4 0.0 0.350
H 5.359 5.417 -1.292 0.3 0.3 0.2 0.332
H -2.384 1.868 -2.933 0.0 -0.2 0.0 0.286
H 0.168 2.019 1.983 -0.1 -0.2 -0.5 0.532
H -4.041 -3.388 -1.452 -0.2 0.2 0.1 0.419
H -1.046 -1.710 4.094 0.0 -0.3 -0.2 0.400
H -3.082 -6.051 -0.981 -0.4 0.5 0.0 0.422
H 0.804 -4.952 -0.928 -0.2 0.1 0.0 -0.074
H 3.564 4.904 -2.813 0.5 -0.3 0.2 0.338
H 3.664 -2.550 -0.343 0.0 0.0 0.2 0.285
H 1.944 4.954 -2.378 -0.4 -0.1 0.5 0.326
H -3.121 -2.197 -0.479 -0.1 0.0 -0.2 -0.177
H -4.705 0.843 -1.116 -0.2 0.5 0.1 0.315
H -2.097 -0.349 4.167 -0.3 0.0 0.0 0.362
H 2.887 3.565 -1.766 0.1 0.0 -0.4 0.191
H -4.083 2.020 -3.396 -0.1 -0.6 0.0 0.393
```
Positions in Å, forces in eV/Å.